Entry 1:
{
  "formula": "C3H8N2O",
  "method": "ωB97M-V/def2-TZVPD",
  "elements": ["C", "C", "N", "C", "N", "O", "H", "H", "H", "H", "H", "H", "H", "H"],
  "coordinates": [[0.69, 0.47, -2.07], [1.25, -0.41, -0.93], [0.69, 0.08, 0.35], [-0.57, 0.16, 0.85], [-1.33, -0.88, 0.38], [-0.91, 0.77, 1.86], [0.66, -0.05, -3.07], [1.34, 1.27, -2.41], [0.07, 1.31, -1.67], [0.92, -1.48, -1.25], [2.31, -0.35, -0.62], [1.41, 0.29, 1.15], [-2.12, -1.20, 0.94], [-1.03, -1.67, -0.15]],
  "lowdin_charge": [-0.112, -0.236, -0.011, -0.650, 0.145, 0.027, 0.089, 0.045, 0.096, 0.118, 0.110, 0.188, 0.109, 0.082],
  "e_homo_ev": -9.45,
  "gap_ev": 10.23,
  "e_tot_ha": -303.81587,
  "smiles": "CCNC(N)=O",
  "multiplicity": 1,
  "fmax_ha_per_bohr": 0.0805,
  "total_charge": 0
}

Entry 2:
{
  "formula": "C3H8N2O",
  "method": "ωB97M-V/def2-TZVPD",
  "elements": ["C", "C", "C", "N", "N", "O", "H", "H", "H", "H", "H", "H", "H", "H"],
  "coordinates": [[-0.06, -2.27, -0.13], [-1.19, 0.95, -0.53], [0.80, 1.00, 0.77], [0.71, -0.73, -0.92], [0.15, 0.39, -0.35], [-0.78, -2.21, 0.80], [0.19, -3.27, -0.71], [-1.72, 0.74, -1.39], [-1.78, 0.64, 0.32], [-0.97, 2.07, -0.60], [1.54, 0.29, 1.12], [1.42, 1.84, 0.37], [0.09, 1.27, 1.62], [1.60, -0.73, -0.38]],
  "lowdin_charge": [-0.171, -0.069, -0.113, 0.030, -0.390, 0.031, 0.116, 0.051, 0.072, 0.108, 0.067, 0.095, 0.107, 0.065],
  "e_homo_ev": -7.23,
  "gap_ev": 8.23,
  "e_tot_ha": -303.71440,
  "multiplicity": 1,
  "fmax_ha_per_bohr": 0.0570,
  "total_charge": 0
}

Entry 3:
{
  "formula": "C3H8N2O",
  "method": "ωB97M-V/def2-TZVPD",
  "elements": ["H", "N", "C", "N", "H", "H", "H", "C", "C", "O", "H", "H", "H", "H"],
  "coordinates": [[2.83, 0.45, -0.19], [2.77, -0.55, -0.13], [1.99, -1.00, -1.01], [1.98, -2.24, -1.61], [1.23, -0.40, -1.55], [2.68, -2.92, -1.38], [1.06, -2.45, -1.95], [-2.01, 1.64, 2.08], [-1.80, 1.04, 0.91], [-2.71, 1.13, -0.10], [-2.70, 2.46, 2.20], [-1.59, 1.29, 3.02], [-1.08, 0.25, 0.76], [-3.34, 1.85, -0.12]],
  "lowdin_charge": [0.026, 0.049, -0.429, 0.071, 0.113, 0.092, 0.079, -0.008, -0.263, -0.024, 0.051, 0.049, 0.102, 0.090],
  "e_homo_ev": -9.04,
  "gap_ev": 9.89,
  "e_tot_ha": -303.79435,
  "smiles": "[H]/N=C/N.C=CO",
  "multiplicity": 1,
  "fmax_ha_per_bohr": 0.0438,
  "total_charge": 0
}

Entry 4:
{
  "formula": "C3H8N2O",
  "method": "ωB97M-V/def2-TZVPD",
  "elements": ["C", "N", "C", "C", "N", "O", "H", "H", "H", "H", "H", "H", "H", "H"],
  "coordinates": [[-0.24, -1.03, -2.02], [-0.55, -0.63, -0.68], [0.41, 0.15, 0.11], [-0.35, 0.64, 1.35], [0.43, 1.23, 2.30], [-1.52, 0.38, 1.45], [-0.11, -0.12, -2.61], [0.62, -1.70, -2.11], [-1.06, -1.57, -2.49], [-0.87, -1.42, -0.11], [1.26, -0.49, 0.39], [0.74, 1.02, -0.48], [1.27, 1.68, 1.95], [-0.02, 1.86, 2.94]],
  "mulliken_spin": [0.029, 0.810, 0.039, -0.001, 0.004, 0.010, 0.007, 0.067, 0.013, -0.022, 0.035, 0.009, 0.001, 0.000],
  "e_homo_ev": [-14.87, -14.83],
  "gap_ev": [11.55, 6.50],
  "e_tot_ha": -303.54330,
  "multiplicity": 2,
  "fmax_ha_per_bohr": 0.0642,
  "s_squared": 0.754,
  "total_charge": 1
}

Entry 5:
{
  "formula": "C3H8N2O2",
  "method": "ωB97M-V/def2-TZVPD",
  "elements": ["H", "N", "C", "N", "O", "C", "O", "C", "H", "H", "H", "H", "H", "H", "H"],
  "coordinates": [[3.90, 0.89, -0.21], [3.24, 0.37, 0.34], [2.34, -0.09, -0.47], [1.27, -0.91, 0.02], [0.06, -0.56, -0.60], [-0.54, 0.58, 0.01], [-1.85, 0.69, -0.38], [-2.66, -0.38, 0.14], [2.21, 0.10, -1.53], [1.14, -0.83, 1.05], [-0.05, 1.52, -0.26], [-0.41, 0.41, 1.10], [-2.30, -1.36, -0.25], [-3.71, -0.17, -0.18], [-2.63, -0.26, 1.23]],
  "lowdin_charge": [0.026, 0.083, -0.261, -0.027, -0.140, -0.284, -0.140, -0.067, 0.123, 0.134, 0.138, 0.129, 0.098, 0.100, 0.086],
  "e_homo_ev": -9.59,
  "gap_ev": 10.59,
  "e_tot_ha": -378.99683,
  "smiles": "[H]/N=C/NOCOC",
  "multiplicity": 1,
  "fmax_ha_per_bohr": 0.0460,
  "total_charge": 0
}

Entry 6:
{
  "formula": "C3H8N2O2",
  "method": "ωB97M-V/def2-TZVPD",
  "elements": ["C", "C", "N", "C", "N", "H", "H", "H", "H", "O", "H", "H", "O", "H", "H"],
  "coordinates": [[2.41, -0.74, -1.48], [1.73, -0.34, -2.57], [0.72, 0.48, -2.17], [0.80, 0.54, -0.78], [1.72, -0.29, -0.37], [3.36, -1.17, -1.33], [1.88, -0.63, -3.59], [-0.01, 0.91, -2.70], [0.10, 1.11, -0.20], [-2.19, 2.10, 2.11], [-2.23, 2.09, 3.08], [-2.36, 1.25, 1.71], [-3.04, -1.96, 3.25], [-3.00, -1.65, 4.17], [-2.54, -1.21, 2.89]],
  "lowdin_charge": [-0.157, -0.142, 0.043, -0.191, 0.028, 0.086, 0.101, 0.134, 0.100, -0.057, 0.040, 0.016, -0.064, 0.043, 0.020],
  "e_homo_ev": -8.89,
  "gap_ev": 9.19,
  "e_tot_ha": -379.07741,
  "smiles": "c1c[nH]cn1.O.O",
  "multiplicity": 1,
  "fmax_ha_per_bohr": 0.0450,
  "total_charge": 0
}

Entry 7:
{
  "formula": "C3H8N2O2",
  "method": "ωB97M-V/def2-TZVPD",
  "elements": ["N", "C", "C", "O", "N", "C", "O", "H", "H", "H", "H", "H", "H", "H", "H"],
  "coordinates": [[2.02, 1.12, 1.39], [0.74, 0.52, 0.96], [0.70, 0.08, -0.50], [1.29, 0.79, -1.36], [-0.19, -0.94, -0.94], [-1.52, -1.05, -0.37], [-2.47, -0.32, -1.24], [2.72, 0.38, 1.48], [2.43, 1.73, 0.71], [0.42, -0.33, 1.64], [-0.11, 1.21, 0.92], [-0.25, -1.04, -1.95], [-1.62, -0.62, 0.59], [-1.69, -2.13, -0.28], [-2.47, 0.60, -1.05]],
  "lowdin_charge": [0.010, -0.202, -0.409, 0.014, 0.055, -0.212, -0.048, 0.074, 0.057, 0.130, 0.114, 0.136, 0.094, 0.128, 0.058],
  "e_homo_ev": -9.73,
  "gap_ev": 10.38,
  "e_tot_ha": -379.07879,
  "smiles": "NCC(=O)NCO",
  "multiplicity": 1,
  "fmax_ha_per_bohr": 0.0757,
  "total_charge": 0
}

Entry 8:
{
  "formula": "C3H8N2O2",
  "method": "ωB97M-V/def2-TZVPD",
  "elements": ["C", "N", "C", "N", "H", "H", "H", "H", "H", "H", "H", "H", "O", "C", "O"],
  "coordinates": [[-0.59, 0.69, -1.09], [-0.29, -0.17, -0.01], [-0.91, 0.02, 1.33], [-0.45, -1.58, -0.36], [-0.34, 0.01, -1.93], [-1.51, 1.34, -1.06], [0.35, 1.37, -1.13], [-2.04, -0.08, 1.18], [-0.54, -0.77, 1.94], [-0.74, 1.13, 1.72], [-0.36, -1.87, -1.32], [-1.34, -1.89, -0.02], [2.50, 1.68, 0.23], [2.96, 0.61, 0.28], [3.31, -0.48, 0.26]],
  "lowdin_charge": [-0.133, -0.362, -0.091, 0.015, 0.080, 0.091, 0.082, 0.085, 0.051, 0.124, 0.059, 0.036, 0.170, -0.425, 0.219],
  "e_homo_ev": -7.94,
  "gap_ev": 8.64,
  "e_tot_ha": -379.03913,
  "smiles": "CN(C)N.O=C=O",
  "multiplicity": 1,
  "fmax_ha_per_bohr": 0.0743,
  "total_charge": 0
}

Entry 9:
{
  "formula": "C3H8N2O2",
  "method": "ωB97M-V/def2-TZVPD",
  "elements": ["C", "C", "C", "N", "N", "O", "O", "H", "H", "H", "H", "H", "H", "H", "H"],
  "coordinates": [[0.57, 0.93, 0.03], [0.64, -0.13, 1.20], [-1.29, 0.29, -1.30], [-0.81, 1.05, -0.39], [0.53, -1.49, 0.50], [-1.59, 1.99, 0.02], [-0.74, -0.70, -1.82], [0.90, 1.80, 0.54], [1.22, 0.84, -0.82], [1.58, -0.09, 1.79], [-0.17, 0.16, 1.81], [-2.59, 0.44, -1.57], [1.43, -1.63, -0.06], [0.59, -2.22, 1.16], [-0.28, -1.26, -1.10]],
  "lowdin_charge": [-0.099, -0.159, -0.281, -0.291, -0.012, -0.165, 0.046, 0.110, 0.125, 0.115, 0.098, 0.237, 0.123, 0.051, 0.104],
  "e_homo_ev": -7.45,
  "gap_ev": 7.95,
  "e_tot_ha": -378.95430,
  "multiplicity": 1,
  "fmax_ha_per_bohr": 0.1371,
  "total_charge": 0
}

Entry 10:
{
  "formula": "C3H8N2O2",
  "method": "ωB97M-V/def2-TZVPD",
  "elements": ["C", "C", "C", "N", "N", "O", "O", "H", "H", "H", "H", "H", "H", "H", "H"],
  "coordinates": [[0.65, -1.48, 0.33], [-0.64, 1.99, 0.39], [0.46, -0.70, -0.97], [0.83, 0.66, -0.79], [1.26, 1.41, -1.80], [1.25, 2.62, -1.65], [1.71, 0.83, -2.77], [0.49, -2.54, 0.15], [1.66, -1.33, 0.71], [-0.05, -1.14, 1.08], [-0.03, 2.87, 0.28], [-1.47, 1.86, -0.28], [-0.59, 1.42, 1.29], [1.13, -1.10, -1.74], [-0.57, -0.79, -1.34]],
  "lowdin_charge": [-0.091, 0.274, -0.285, 0.035, -0.506, 0.010, 0.035, 0.071, 0.076, 0.057, 0.023, 0.040, 0.027, 0.117, 0.117],
  "e_homo_ev": [-9.61, -9.62],
  "gap_ev": [8.34, 8.34],
  "e_tot_ha": -378.87151,
  "multiplicity": 1,
  "fmax_ha_per_bohr": 0.0900,
  "total_charge": 0
}

So what do the calculations give for energy relative to the best compared isomer or geometry (same formula, charge and spin)? Going down the list: 47.9; 111.5; 61.4; 2.0; 90.5; 39.9; 39.0; 63.9; 117.2; 169.1 kcal/mol.